Density functional theory data (ωB97M-V/def2-TZVPD) for 2 unconnected molecules or ions with the total composition C38H59FNO5S at a distorted geometry.

```
105
Properties=species:S:1:pos:R:3
C 4.59252 -3.91572 3.50818
C 4.68923 -2.61656 4.10911
C 5.67613 -1.58534 3.32665
C 5.18961 -1.24306 1.83981
C 3.92054 -0.21296 1.77661
F 2.78035 -0.93113 2.35251
C 4.18924 1.17298 2.51859
C 3.90662 1.11563 4.13032
C 2.92437 2.28687 4.62357
C 3.20281 3.79112 4.37206
C 2.22726 4.86225 4.92178
C 0.93778 4.52863 5.74429
C 0.64814 3.00422 5.99529
C 1.62890 1.91160 5.43966
C 3.57051 -0.07793 0.20006
C 2.51589 1.07353 -0.15394
C 1.02839 0.82709 0.38970
C 0.05721 2.12776 0.21292
C -1.41822 1.62597 0.66159
C -2.53989 2.77096 0.58638
C -3.88572 2.25850 1.35493
C -4.92373 1.51118 0.38291
C -4.93902 -0.10558 0.56725
C -6.08840 -0.62275 1.56393
C -6.25454 -2.23919 1.56245
C 4.85505 0.05113 -0.76196
C 5.08275 -1.36602 -1.50483
C 4.21401 -1.55456 -2.83393
O 4.65796 -1.01014 -3.89688
C 2.86468 -2.40450 -2.92820
C 2.14412 -2.58992 -4.32012
C 0.80676 -3.40351 -4.44385
C 0.10306 -4.04738 -3.20345
C 0.81107 -3.88899 -1.83386
C 2.16480 -3.09458 -1.71522
O 6.04127 0.60022 -0.13445
S 6.68513 -0.48623 0.97752
O 7.60348 -1.51722 0.38847
O 7.51881 0.34387 1.94353
H 4.15440 -4.82750 4.02891
H 5.01330 -4.08206 2.44873
H 4.11525 -2.34201 5.05238
H 6.66668 -2.17635 3.21353
H 5.95062 -0.67136 3.96428
H 4.82480 -2.19778 1.32526
H 3.57581 2.05731 2.14023
H 5.29755 1.49802 2.42566
H 3.56396 0.08875 4.48786
H 4.91308 1.31594 4.66989
H 4.14826 4.09946 3.80418
H 2.47718 5.96924 4.75037
H 0.23682 5.31738 6.17579
H -0.28771 2.75481 6.61257
H 1.34641 0.81960 5.68096
H 3.05971 -1.07999 -0.08098
H 2.43639 1.09557 -1.31192
H 2.90137 2.13080 0.12465
H 0.96546 0.55136 1.49555
H 0.56278 0.01710 -0.29698
H 0.41045 2.94857 0.92902
H -0.03314 2.46916 -0.87348
H -1.41332 1.20886 1.72946
H -1.76773 0.77268 -0.04264
H -2.82531 2.99886 -0.51259
H -2.20526 3.77402 1.03520
H -4.39048 3.10603 1.94600
H -3.52664 1.49790 2.13662
H -5.99181 1.91953 0.53839
H -4.64432 1.69578 -0.71950
H -3.89523 -0.47197 0.85809
H -5.17965 -0.57555 -0.47375
H -7.12776 -0.21232 1.27791
H -5.90549 -0.31583 2.65653
H -6.60143 -2.64362 0.53842
H -7.11372 -2.47495 2.29158
H -5.33361 -2.78966 1.95497
H 4.55807 0.79404 -1.59877
H 4.89780 -2.28098 -0.83852
H 6.19783 -1.40385 -1.79073
H 2.59812 -2.14781 -5.27674
H 0.28546 -3.55990 -5.45371
H -0.87896 -4.62098 -3.23483
H 0.34899 -4.33894 -0.88039
H 2.61337 -3.05408 -0.66364
C -5.36322 -0.58764 -3.19594
N -5.15332 -0.27682 -4.66800
C -6.51220 -0.24853 -5.34039
C -4.32150 -1.36762 -5.29608
C -4.50706 1.10715 -4.85846
C -3.10044 1.25237 -4.27477
O -3.10431 1.03848 -2.87078
H -6.04994 -1.43391 -3.12077
H -4.41346 -0.87134 -2.74687
H -5.79411 0.28888 -2.71098
H -6.98150 -1.22596 -5.21751
H -6.36957 -0.02942 -6.39986
H -7.11629 0.52597 -4.86515
H -3.36923 -1.43761 -4.77007
H -4.16359 -1.11963 -6.34683
H -4.86277 -2.31065 -5.20293
H -5.18410 1.82372 -4.38523
H -4.48234 1.29640 -5.93460
H -2.74463 2.26972 -4.46377
H -2.39721 0.55726 -4.74270
H -2.19651 1.16568 -2.55148
```

Values from the calculation:
Frontier orbital gap   7.4 eV
HOMO energy   -10.0560 eV
Charge   +1

---

Density functional theory data (ωB97M-V/def2-TZVPD) for a molecular structure, C5H11NO at a distorted geometry.

```
18
Properties=species:S:1:pos:R:3
C -0.80929 -1.79599 -0.65351
C -0.23575 -0.47308 -0.89132
C -1.01803 1.63125 0.62765
N 0.88667 -0.10204 -0.43873
C 1.57512 -0.85451 0.59528
C 0.41022 1.72245 -0.28536
O 0.34699 2.37639 -1.31286
H -0.80280 -2.12030 0.38584
H -1.82139 -1.78417 -1.03630
H -0.23354 -2.55831 -1.19165
H -0.70909 0.12600 -1.67622
H -1.03266 2.69157 0.90348
H -1.99774 1.39963 0.17019
H -0.92577 0.99262 1.52064
H 1.07485 -0.78682 1.57399
H 1.67245 -1.91732 0.34414
H 2.57705 -0.43743 0.69549
H 1.12965 1.83769 0.53135
```

Values from the calculation:
Frontier orbital gap   8.8 eV
HOMO energy   -8.2703 eV
Energy relative to the best compared isomer or geometry (same formula, charge and spin)   344.5 kJ/mol
Charge   0

---

Density functional theory data (ωB97M-V/def2-TZVPD) for a molecular structure, C3H2LuO3 at a distorted geometry.

```
9
Properties=species:S:1:pos:R:3
O 1.57851 0.63171 0.11993
O -0.48037 0.64930 -0.44483
O 0.87813 -0.82800 -1.44083
C 0.89956 1.21453 1.27519
C -0.41567 0.94281 0.95181
C 0.71390 0.18695 -0.76087
H -1.20906 -1.58075 0.34935
Lu -0.69499 -2.74777 -1.34053
H -1.27003 1.53123 1.29079
```

Values from the calculation:
Frontier orbital gap (alpha / beta)   6.3 / 4.7 eV
HOMO energy (alpha / beta)   -7.5366 / -7.5304 eV
Energy relative to the best compared isomer or geometry (same formula, charge and spin)   300.1 kJ/mol
Charge   0
2S+1   2

---

Density functional theory data (ωB97M-V/def2-TZVPD) for a single C4H5FO molecule at a distorted geometry.

```
11
Properties=species:S:1:pos:R:3
F 1.30922 -0.96909 -1.31899
C 0.48332 -0.73344 -0.28607
C -0.91152 -0.31282 -0.63892
C -1.34664 0.60240 0.17518
O -0.23874 1.07104 0.92893
C 0.91974 0.39269 0.55510
H 0.54508 -1.68250 0.30903
H -1.54239 -0.84432 -1.32472
H -2.13579 1.41434 0.15713
H 1.54499 1.02058 -0.01925
H 1.37273 0.04113 1.46258
```

Values from the calculation:
Frontier orbital gap   10.1 eV
HOMO energy   -9.1429 eV
Energy relative to the best compared isomer or geometry (same formula, charge and spin)   75.6 kJ/mol
Structure (SMILES)   F[C@@H]1C=COC1
Charge   0